C44H45BrN6O5S3SiTa | ωB97M-V/def2-TZVPD

CARTESIAN COORDINATES (ANGSTROEM)
Ta1 -0.095 -1.244 -1.016
O1 4.043 -2.739 -0.455
C1 2.885 -2.396 -0.254
N1 1.945 -2.128 -1.178
C2 2.285 -2.272 -2.537
C3 3.524 -1.973 -3.094
C4 3.742 -2.184 -4.445
C5 2.727 -2.699 -5.237
C6 1.484 -2.977 -4.694
C7 1.248 -2.756 -3.339
N2 0.008 -2.877 -2.699
C8 -0.913 -3.714 -3.202
O2 -0.721 -4.614 -4.014
C9 -2.312 -3.498 -2.704
C10 -3.321 -4.297 -3.232
C11 -4.623 -4.097 -2.818
C12 -4.864 -3.129 -1.852
C13 -3.794 -2.401 -1.368
N3 -2.549 -2.549 -1.809
C14 2.393 -2.370 1.160
C15 3.263 -2.793 2.158
C16 2.800 -2.871 3.456
C17 1.495 -2.482 3.716
C18 0.720 -2.021 2.666
N4 1.147 -1.993 1.410
H1 4.301 -1.568 -2.466
H2 4.704 -1.944 -4.881
H3 2.896 -2.880 -6.291
H4 0.693 -3.364 -5.317
H5 -3.042 -5.052 -3.952
H6 -5.432 -4.690 -3.223
H7 -5.861 -2.943 -1.476
H8 -3.936 -1.659 -0.590
H9 4.269 -3.059 1.870
H10 3.447 -3.205 4.257
H11 1.082 -2.533 4.714
H12 -0.294 -1.683 2.836
S1 -0.587 -0.098 -3.307
C19 -2.315 0.058 -3.214
C20 -3.117 -0.174 -4.326
C21 -4.500 -0.043 -4.253
C22 -5.324 -0.388 -5.363
N5 -6.001 -0.678 -6.247
C23 -5.095 0.401 -3.057
C24 -4.290 0.644 -1.948
C25 -2.917 0.433 -1.997
S2 -1.957 0.601 -0.560
C26 -6.505 0.573 -2.947
N6 -7.638 0.725 -2.813
H13 -2.653 -0.484 -5.253
H14 -4.736 0.956 -1.013
C27 4.079 1.120 3.884
C28 2.764 1.825 3.571
C29 3.030 3.332 3.536
C30 1.707 1.520 4.635
O3 2.305 1.336 2.307
Si1 1.309 2.013 1.201
S3 1.388 0.716 -0.476
O4 1.869 3.480 0.755
C31 2.809 3.959 -0.211
C32 3.124 5.397 0.196
C33 2.173 3.935 -1.600
C34 4.083 3.116 -0.195
O5 -0.168 2.231 1.847
C35 -1.102 3.310 2.002
C36 -2.438 2.682 2.388
C37 -1.238 4.120 0.715
C38 -0.627 4.222 3.135
H15 4.451 1.447 4.857
H16 4.820 1.359 3.119
H17 3.941 0.046 3.895
H18 3.299 3.681 4.534
H19 2.147 3.865 3.197
H20 3.847 3.559 2.851
H21 1.961 1.998 5.582
H22 1.628 0.448 4.788
H23 0.742 1.886 4.288
H24 2.218 6.003 0.157
H25 3.867 5.824 -0.479
H26 3.510 5.419 1.216
H27 1.254 4.522 -1.597
H28 1.931 2.911 -1.881
H29 2.862 4.351 -2.338
H30 4.518 3.114 0.806
H31 4.813 3.522 -0.896
H32 3.855 2.086 -0.472
H33 -2.831 2.097 1.560
H34 -3.152 3.460 2.659
H35 -2.293 2.017 3.242
H36 -1.507 3.461 -0.112
H37 -0.290 4.599 0.484
H38 -2.011 4.880 0.834
H39 -0.561 3.665 4.070
H40 -1.317 5.057 3.261
H41 0.359 4.619 2.899
Br1 -3.836 -5.025 3.558
C39 -2.828 -3.967 2.330
C40 -2.922 -2.590 2.381
C41 -2.186 -1.834 1.474
C42 -1.344 -2.415 0.524
C43 -1.270 -3.811 0.525
C44 -2.009 -4.588 1.404
H42 -3.561 -2.106 3.107
H43 -2.289 -0.759 1.515
H44 -0.626 -4.318 -0.188
H45 -1.966 -5.668 1.353

Its highest occupied orbital energy is -5.244 eV. Its net charge is -1. The LUMO energy is 1.3 eV. The calculation puts the energy relative to the best compared isomer or geometry (same formula, charge and spin) at 49.68 kcal/mol. The calculation puts the HOMO-LUMO gap at 6.57 eV.

---

C20H18F36N7O24S12 | ωB97M-V/def2-TZVPD

CARTESIAN COORDINATES (ANGSTROEM)
C1 2.714 -6.491 -2.074
C2 2.054 -5.107 -2.010
C3 1.238 -4.768 -0.759
N1 1.355 -3.253 -0.276
C4 0.754 -2.314 -1.324
C5 0.761 -3.108 1.187
C6 1.819 -3.284 2.202
C7 2.959 -2.681 1.405
C8 2.878 -2.954 -0.078
H1 2.011 -7.218 -2.480
H2 3.173 -6.814 -1.140
H3 3.636 -6.346 -2.638
H4 1.439 -4.891 -2.884
H5 2.770 -4.377 -2.388
H6 1.692 -5.193 0.135
H7 0.210 -5.124 -0.683
H8 0.324 -1.448 -0.821
H9 -0.058 -2.854 -1.812
H10 1.451 -2.168 -2.150
H11 0.352 -2.102 1.283
H12 -0.034 -3.846 1.300
H13 1.574 -2.526 2.945
H14 1.978 -4.296 2.575
H15 3.039 -1.622 1.653
H16 3.824 -3.162 1.860
H17 3.154 -2.041 -0.606
H18 3.522 -3.828 -0.170
C9 7.583 2.434 -3.063
F1 6.712 1.646 -3.646
F2 7.278 3.721 -3.390
F3 7.421 2.310 -1.737
S1 9.408 2.067 -3.704
O1 9.222 1.948 -5.132
O2 10.305 3.082 -3.352
N2 9.875 0.605 -2.844
S2 9.397 -0.501 -3.843
O3 7.936 -0.689 -3.903
O4 10.139 -0.562 -5.080
C10 9.749 -2.120 -2.851
F4 9.056 -2.148 -1.726
F5 9.530 -3.229 -3.581
F6 11.061 -2.219 -2.489
C11 -7.547 -6.155 4.396
F7 -7.574 -7.057 3.457
F8 -8.813 -5.920 4.737
F9 -6.888 -6.529 5.476
S3 -6.812 -4.416 3.879
O5 -5.621 -4.870 3.101
O6 -7.873 -3.788 3.092
N3 -6.359 -3.726 5.407
S4 -6.516 -2.255 4.965
O7 -5.766 -1.876 3.741
O8 -7.866 -1.680 4.995
C12 -5.594 -1.245 6.367
F10 -5.912 0.034 6.368
F11 -5.969 -1.635 7.656
F12 -4.265 -1.425 6.149
C13 -6.776 2.935 -6.690
F13 -6.038 2.987 -7.785
F14 -6.230 2.196 -5.752
F15 -6.908 4.213 -6.143
S5 -8.567 2.403 -7.189
O9 -8.245 1.193 -8.024
O10 -9.226 2.073 -5.951
N4 -9.011 3.861 -8.191
S6 -10.364 4.158 -7.425
O11 -11.381 3.144 -7.661
O12 -10.241 4.623 -6.066
C14 -11.005 5.651 -8.411
F16 -11.550 5.067 -9.538
F17 -11.929 6.386 -7.762
F18 -9.980 6.410 -8.799
C15 6.570 2.575 10.656
F19 5.947 3.724 10.978
F20 5.824 1.666 11.142
F21 6.679 2.396 9.277
S7 8.313 2.258 11.450
O13 8.586 0.869 11.097
O14 9.276 3.153 10.888
N5 8.090 2.765 13.106
S8 7.555 1.402 13.748
O15 6.132 1.132 13.653
O16 8.366 0.198 13.467
C16 7.890 1.845 15.609
F22 6.895 1.449 16.350
F23 9.022 1.145 15.924
F24 7.990 3.187 15.856
C17 -6.313 -6.816 -7.655
F25 -6.382 -8.059 -7.230
F26 -6.994 -6.743 -8.801
F27 -6.978 -6.057 -6.746
S9 -4.320 -6.262 -7.818
O17 -4.100 -5.368 -6.666
O18 -3.538 -7.531 -7.674
N6 -4.350 -5.496 -9.402
S10 -3.083 -6.169 -10.107
O19 -1.844 -6.221 -9.325
O20 -3.331 -7.382 -10.795
C18 -2.723 -4.831 -11.368
F28 -2.226 -3.662 -10.852
F29 -1.930 -5.403 -12.258
F30 -3.787 -4.490 -12.154
C19 -0.151 8.171 1.188
F31 -1.325 8.146 0.566
F32 0.157 6.830 1.336
F33 0.842 8.791 0.518
S11 -0.091 9.041 2.969
O21 -0.746 8.137 3.875
O22 1.272 9.499 3.315
N7 -1.303 10.358 2.778
S12 -0.373 11.706 2.546
O23 0.669 11.387 1.485
O24 -1.123 13.002 2.358
C20 0.461 12.003 4.285
F34 0.016 13.220 4.734
F35 0.206 11.063 5.207
F36 1.816 12.082 4.178

Its highest occupied orbital energy is -2.632 eV. Its net charge is -5. The LUMO energy is 4.5 eV. The calculation puts the energy relative to the best compared isomer or geometry (same formula, charge and spin) at 0.00 kcal/mol. The calculation puts the HOMO-LUMO gap at 7.17 eV.

---

C4H13NP | ωB97M-V/def2-TZVPD

CARTESIAN COORDINATES (ANGSTROEM)
C1 -1.957 0.315 1.916
P1 -1.506 1.244 0.290
C2 0.405 1.301 0.158
C3 1.091 -0.177 -0.043
C4 0.903 -0.807 -1.559
N1 1.392 -2.267 -1.455
H1 -2.986 -0.223 1.772
H2 -1.103 -0.490 2.074
H3 -2.004 1.005 2.866
H4 -2.097 2.579 0.391
H5 -2.071 0.608 -0.904
H6 0.793 1.706 1.212
H7 0.806 2.099 -0.632
H8 0.666 -0.952 0.757
H9 2.242 -0.076 0.194
H10 1.587 -0.273 -2.374
H11 -0.230 -0.789 -1.935
H12 1.929 -2.360 -0.541
H13 2.138 -2.443 -2.186

Its highest occupied orbital energy is -12.715 eV. Its net charge is +1. The LUMO energy is -3.3 eV. The calculation puts the energy relative to the best compared isomer or geometry (same formula, charge and spin) at 71.20 kcal/mol. The calculation puts the HOMO-LUMO gap at 9.38 eV.

---

C10H26IrN8 | ωB97M-V/def2-TZVPD

CARTESIAN COORDINATES (ANGSTROEM)
Ir1 0.426 -0.693 -0.426
C1 -0.931 -1.672 -2.819
C2 -1.429 -0.227 -2.974
N1 -1.097 0.582 -1.787
C3 -0.458 1.877 -2.039
C4 0.905 1.705 -2.713
N2 1.740 0.754 -1.978
C5 2.437 -0.254 -2.761
C6 1.449 -1.207 -3.443
N3 0.487 -1.725 -2.460
H1 -1.138 -2.211 -3.759
H2 -1.496 -2.194 -2.034
H3 -2.513 -0.268 -3.121
H4 -1.009 0.241 -3.865
H5 -1.938 0.748 -1.232
H6 -0.339 2.389 -1.080
H7 -1.087 2.516 -2.675
H8 1.387 2.691 -2.753
H9 0.788 1.366 -3.742
H10 2.397 1.253 -1.379
H11 3.114 -0.814 -2.107
H12 3.078 0.198 -3.538
H13 2.030 -2.024 -3.888
H14 0.925 -0.717 -4.265
H15 0.737 -2.690 -2.217
C7 -1.603 0.855 4.789
N4 -1.775 0.081 3.603
C8 -3.003 -0.614 3.463
C9 -0.775 -0.017 2.629
N5 -1.017 -0.321 1.395
N6 0.489 0.244 3.073
C10 1.715 -0.017 2.469
N7 2.769 0.072 3.264
N8 1.807 -0.346 1.204
H16 -2.580 1.100 5.222
H17 -1.056 1.788 4.626
H18 -1.093 0.290 5.589
H19 -3.320 -1.008 4.441
H20 -2.953 -1.441 2.753
H21 -3.841 0.055 3.197
H22 -1.992 -0.513 1.181
H23 0.570 0.582 4.028
H24 2.714 0.250 4.260
H25 3.714 -0.087 2.929
H26 2.764 -0.579 0.939

As for the spin multiplicity: 2. Its highest occupied orbital energy (alpha / beta) is -22.869 / -22.604 eV. Its net charge is +4. The LUMO energy (alpha / beta) is -15.4 / -17.1 eV. The calculation puts the HOMO-LUMO gap (alpha / beta) at 7.50 / 5.48 eV.

---

C8H12FO4Tl | ωB97M-V/def2-TZVPD

CARTESIAN COORDINATES (ANGSTROEM)
Tl1 -4.295 -5.313 4.200
F1 -3.194 -1.614 1.062
O1 1.242 -4.975 0.687
C1 1.961 -4.883 -0.330
O2 2.542 -5.952 -0.823
C2 3.384 -5.574 -1.903
C3 3.030 -4.050 -2.135
C4 2.008 -3.662 -1.181
H1 3.253 -6.284 -2.719
H2 4.416 -5.665 -1.564
H3 2.633 -3.966 -3.146
H4 3.898 -3.394 -2.057
H5 1.032 -3.446 -1.617
H6 2.362 -2.936 -0.450
O3 -1.845 7.147 2.720
C5 -1.701 6.244 1.880
O4 -1.275 5.034 2.237
C6 -1.441 4.001 1.264
C7 -2.475 4.670 0.344
C8 -2.263 6.054 0.553
H7 -1.845 3.156 1.822
H8 -0.566 3.616 0.741
H9 -3.468 4.445 0.733
H10 -2.549 4.443 -0.719
H11 -3.255 6.499 0.630
H12 -1.587 6.404 -0.227

Its highest occupied orbital energy is -15.158 eV. Its net charge is +2. The LUMO energy is -13.7 eV. The calculation puts the energy relative to the best compared isomer or geometry (same formula, charge and spin) at 75.55 kcal/mol. The calculation puts the HOMO-LUMO gap at 1.48 eV.